{"formula": "C14H14CuN4Se2", "method": "wB97M-V/def2-TZVPD", "spin_multiplicity": 1, "total_charge": 1, "relative_energy_kcal_mol": 0.2, "homo_energy_ev": -11.361, "gap_ev": 8.28, "energy_ev": -196033.7319, "elements": ["Se", "Se", "Cu", "N", "N", "N", "N", "C", "C", "C", "C", "C", "C", "C", "C", "C", "C", "C", "C", "C", "C", "H", "H", "H", "H", "H", "H", "H", "H", "H", "H", "H", "H", "H", "H"], "xyz": [[-2.706277, 2.422988, -0.879155], [-2.683999, 0.169609, -1.392286], [0.055135, 0.292456, -0.325164], [0.971652, -1.220310, 0.649671], [-0.610370, 1.741640, 0.945174], [1.266272, -2.988971, 1.922056], [-0.069890, 0.330484, -2.354405], [0.895764, 0.374204, -3.274456], [-2.055547, 3.510868, 1.641000], [2.475346, -2.722230, 1.332410], [-0.672577, 0.138758, -5.053276], [0.090144, 1.908755, 2.078809], [0.394339, -2.064077, 1.483685], [0.637661, 0.281830, -4.631846], [-1.305294, 3.697593, 2.786953], [-0.211277, 2.875501, 3.014566], [2.282818, -1.626568, 0.549396], [0.973094, -4.079097, 2.843657], [-1.334172, 0.212080, -2.770408], [-1.664688, 2.526420, 0.740912], [-1.685014, 0.107535, -4.103530], [-2.723754, 0.015271, -4.385635], [1.882796, -4.648481, 3.008344], [3.348308, -3.322350, 1.519304], [-0.639908, -2.035426, 1.786448], [0.216494, -4.738160, 2.423708], [0.924748, 1.233467, 2.219068], [-0.909331, 0.061382, -6.105914], [1.906841, 0.481620, -2.904606], [1.454521, 0.319188, -5.338145], [0.394935, 2.976305, 3.903177], [-1.582098, 4.461158, 3.501534], [0.625997, -3.687360, 3.797240], [-2.936989, 4.105319, 1.443690], [2.994323, -1.111402, -0.071979]], "forces_ev_per_a": [[0.0, 0.1, 0.0], [0.0, -0.1, 0.0], [0.1, -0.1, 0.0], [0.0, 0.0, 0.0], [0.0, 0.1, 0.0], [0.0, 0.0, 0.0], [0.0, 0.0, 0.0], [0.0, 0.0, 0.0], [0.0, 0.0, 0.0], [0.0, 0.0, 0.0], [0.0, 0.0, 0.0], [0.0, 0.0, 0.0], [0.0, 0.0, 0.0], [0.0, 0.0, 0.0], [0.0, 0.0, 0.0], [0.0, 0.0, 0.0], [0.0, 0.0, 0.0], [0.0, 0.0, 0.0], [0.0, 0.0, 0.0], [0.0, 0.0, 0.0], [0.0, 0.0, 0.0], [0.0, 0.0, 0.0], [0.0, 0.0, 0.0], [0.0, 0.0, 0.0], [0.0, 0.0, 0.0], [0.0, 0.0, 0.0], [0.0, 0.0, 0.0], [0.0, 0.0, 0.0], [0.0, 0.0, 0.0], [0.0, 0.0, 0.0], [0.0, 0.0, 0.0], [0.0, 0.0, 0.0], [0.0, 0.0, 0.0], [0.0, 0.0, 0.0], [0.0, 0.0, 0.0]], "nbo_charge": [0.23, 0.20, 0.84, -0.60, -0.58, -0.32, -0.56, 0.06, -0.26, -0.07, -0.13, 0.05, 0.19, -0.23, -0.13, -0.25, -0.09, -0.41, 0.03, 0.05, -0.24, 0.25, 0.23, 0.24, 0.22, 0.22, 0.21, 0.24, 0.21, 0.24, 0.24, 0.24, 0.22, 0.24, 0.22]}

---

{"formula": "C4H10O2", "method": "wB97M-V/def2-TZVPD", "spin_multiplicity": 2, "total_charge": -1, "relative_energy_kcal_mol": 0.0, "homo_energy_ev": [-0.083, -3.358], "gap_ev": [4.15, 7.39], "energy_ev": -8404.2841, "elements": ["O", "O", "C", "C", "C", "C", "H", "H", "H", "H", "H", "H", "H", "H", "H", "H"], "xyz": [[1.938658, 0.116717, 2.639852], [1.589623, 1.973519, 0.564590], [-1.606628, -1.494273, -0.795458], [-1.065763, -0.075342, -0.910808], [0.380634, 0.056804, -0.446996], [0.961628, 1.460797, -0.459694], [1.007967, -0.640328, -1.037325], [0.462739, -0.328944, 0.581067], [1.717747, 0.856078, 2.014389], [-1.173021, 0.339185, -1.918261], [-2.605947, -1.539311, -1.238599], [0.416852, 2.147220, -1.134923], [-1.661029, 0.572228, -0.266767], [-0.964382, -2.225197, -1.279568], [-1.655885, -1.781928, 0.258017], [2.256806, 0.562775, 3.430484]], "forces_ev_per_a": [[-0.1, 0.1, 0.3], [-0.1, -0.4, 0.3], [-0.2, 0.3, 0.0], [0.3, 0.3, 0.3], [0.7, -0.3, 0.3], [-0.4, 0.2, -0.2], [-0.2, 0.0, 0.0], [-0.1, 0.1, -0.1], [0.2, 0.0, -0.6], [0.0, -0.2, -0.1], [0.0, -0.3, 0.1], [0.1, 0.1, 0.0], [-0.2, 0.1, 0.0], [0.1, -0.1, -0.2], [-0.1, 0.0, 0.0], [0.0, 0.0, -0.1]], "nbo_charge": [-1.01, -0.83, -0.60, -0.39, -0.48, 0.01, 0.16, 0.20, 0.52, 0.18, 0.18, 0.06, 0.19, 0.19, 0.20, 0.44]}

---

{"formula": "C4H35N2O12", "method": "wB97M-V/def2-TZVPD", "spin_multiplicity": 2, "total_charge": 2, "relative_energy_kcal_mol": 8.8, "homo_energy_ev": [-16.412, -16.408], "gap_ev": [10.29, 4.91], "energy_ev": -32248.3299, "elements": ["O", "O", "O", "O", "O", "O", "O", "O", "O", "O", "O", "O", "N", "N", "C", "C", "C", "C", "H", "H", "H", "H", "H", "H", "H", "H", "H", "H", "H", "H", "H", "H", "H", "H", "H", "H", "H", "H", "H", "H", "H", "H", "H", "H", "H", "H", "H", "H", "H", "H", "H", "H", "H"], "xyz": [[0.074714, -3.014459, 2.822398], [2.106912, 2.859530, 2.337303], [-0.949373, 0.173950, -1.396257], [-2.834336, -3.058320, 2.045786], [2.406708, -3.310137, 1.446571], [3.554236, 2.335582, -0.316081], [1.560012, 0.832373, -3.930496], [-3.969989, 1.093617, -2.353805], [0.695110, 4.236677, 0.590315], [-4.931374, -1.491858, 0.566665], [-2.351832, -0.293708, -3.768437], [3.078600, -0.863173, -0.049193], [1.173098, 1.207723, -0.286659], [-0.146767, 0.554484, 2.585587], [-0.686019, 0.722813, 1.240306], [0.716589, -1.530916, -1.738597], [0.502961, 0.079215, 0.383878], [-0.168349, -0.790037, -0.698277], [3.490003, -0.380689, 0.683330], [2.773692, -4.201972, 1.502303], [-1.627461, 0.207828, 1.145713], [-4.612404, -0.584035, 0.624480], [1.240447, 2.115231, 0.230334], [3.023835, -1.787492, 0.267956], [2.100235, 0.852565, -0.545344], [-0.560713, -2.300276, 2.724629], [-0.960157, 1.748086, 0.969842], [0.886591, 4.169367, -0.358849], [0.600854, 1.179532, 2.897556], [0.500727, -2.617555, -1.557948], [1.210789, -0.441247, 1.032964], [-2.742524, -2.718822, 1.157360], [-1.456502, -0.236308, -2.134253], [-3.170515, -0.001154, -3.304168], [-0.819003, -1.503465, -0.186805], [3.815159, 2.684922, -1.171167], [2.083314, 0.084479, -4.249406], [4.063773, 2.653785, 0.431154], [-0.238258, 4.502566, 0.506837], [-0.487577, -3.780540, 2.996812], [0.583502, 1.384466, -1.118741], [2.305335, 2.667561, 3.262563], [-1.994175, 0.187872, -4.508936], [1.742342, -3.290620, 2.163293], [1.782567, -1.478126, -1.510222], [0.876990, 1.014474, -4.585638], [-4.517276, -1.866949, 1.351419], [0.337666, -1.226896, -2.709145], [1.781496, 3.774029, 2.338410], [-0.786330, 0.421061, 3.383283], [-3.469633, 0.706239, -1.612731], [-3.551819, -3.636787, 2.308785], [-4.035851, 1.955492, -1.906686]], "forces_ev_per_a": [[-0.1, 0.2, 0.2], [-0.4, -0.5, 0.6], [-0.6, 0.2, 0.7], [1.4, 0.9, 1.4], [0.0, -0.1, 0.3], [-0.9, -0.6, 0.0], [-0.1, 0.0, 0.4], [0.2, 0.7, 2.2], [-1.1, -0.3, -1.1], [0.7, 0.3, 0.1], [0.5, -1.7, 1.6], [0.3, 0.2, 0.6], [-0.3, 0.2, -0.3], [-2.1, 2.4, 0.3], [1.2, -1.6, 1.0], [-0.5, -1.7, 1.8], [-1.4, 0.8, 0.0], [0.0, 0.1, -0.8], [0.4, -0.3, -0.3], [0.2, 0.2, -0.2], [-0.1, -0.6, 0.1], [-0.5, 0.2, -0.2], [0.4, -0.9, 0.0], [0.0, 0.0, 0.1], [0.3, 0.5, -0.3], [-0.2, -0.2, 0.0], [0.8, 0.4, 0.2], [0.7, 0.3, 0.2], [0.8, -0.1, -0.6], [0.1, 0.8, -0.5], [-0.2, -0.1, -0.4], [-1.0, -0.9, -0.5], [0.3, 0.2, -0.5], [0.7, 0.7, -1.9], [0.0, 0.0, 0.1], [0.7, 0.3, 0.3], [-0.2, 0.2, -0.2], [0.4, 0.5, -0.4], [0.3, 0.2, 0.6], [0.0, 0.0, 0.0], [0.4, -0.1, -0.2], [0.4, 0.2, 0.0], [-0.8, 0.6, -0.1], [0.1, 0.1, -0.5], [-0.3, 0.6, -0.8], [0.3, -0.1, -0.1], [-0.3, -0.3, 0.2], [0.7, -0.1, -0.1], [0.1, -0.2, -0.3], [0.1, -0.8, -0.4], [-0.1, -0.7, -0.4], [-0.3, -0.1, -1.0], [-0.7, 0.3, -1.1]], "nbo_charge": [-0.96, -0.98, -0.81, -1.01, -1.00, -1.00, -0.97, -0.92, -0.95, -0.91, -1.01, -0.99, -0.75, -0.28, -0.30, -0.66, -0.03, 0.10, 0.48, 0.49, 0.25, 0.45, 0.48, 0.53, 0.51, 0.47, 0.30, 0.48, 0.43, 0.24, 0.27, 0.49, 0.54, 0.52, 0.18, 0.51, 0.49, 0.51, 0.49, 0.51, 0.47, 0.48, 0.50, 0.50, 0.26, 0.48, 0.46, 0.25, 0.52, 0.43, 0.45, 0.52, 0.49]}

---

{"formula": "C4H10O2", "method": "wB97M-V/def2-TZVPD", "smiles": "CC(C)(O)CO", "spin_multiplicity": 1, "relative_energy_kcal_mol": 50.2, "homo_energy_ev": -9.418, "gap_ev": 10.14, "energy_ev": -8403.3711, "elements": ["O", "O", "C", "C", "C", "C", "H", "H", "H", "H", "H", "H", "H", "H", "H", "H"], "xyz": [[2.262339, 0.297249, 0.530865], [0.183624, -0.330446, 1.421878], [-1.418308, -1.033528, -0.318391], [1.113364, -0.303749, -0.533873], [-0.269348, -0.066924, 0.113362], [-0.776580, 1.374910, -0.043346], [0.028504, 2.062991, 0.223573], [1.262506, -1.381139, -0.657287], [-1.118456, 1.611556, -1.061273], [-2.259774, -0.912590, 0.381673], [-1.113584, -2.082567, -0.270116], [1.211192, 0.105948, 1.376194], [2.892357, -0.375221, 0.862167], [-1.614281, 1.547277, 0.642651], [1.439203, 0.322923, -1.341877], [-1.822762, -0.836695, -1.326199]], "forces_ev_per_a": [[-0.9, -0.9, -1.6], [0.1, 0.8, 1.2], [0.5, 0.0, 0.2], [1.5, 0.5, 0.4], [0.7, 0.1, 0.2], [0.2, 0.1, 0.1], [-0.1, 0.1, 0.0], [0.4, 0.4, 0.0], [0.2, -0.2, 0.2], [0.4, 0.1, -0.1], [0.1, 0.1, 0.0], [-2.8, -1.0, 0.6], [-0.7, 0.1, -0.7], [0.2, -0.1, -0.1], [-0.2, -0.1, -0.8], [0.4, 0.1, 0.3]], "nbo_charge": [-0.78, -0.78, -0.62, -0.05, 0.20, -0.63, 0.21, 0.20, 0.20, 0.23, 0.21, 0.49, 0.49, 0.22, 0.20, 0.21]}

---

{"formula": "C6H8KLiO6", "method": "wB97M-V/def2-TZVPD", "spin_multiplicity": 1, "relative_energy_kcal_mol": 25.5, "homo_energy_ev": -8.054, "gap_ev": 7.93, "energy_ev": -35166.4459, "elements": ["K", "O", "O", "O", "O", "O", "O", "C", "C", "C", "C", "C", "C", "Li", "H", "H", "H", "H", "H", "H", "H", "H"], "xyz": [[-0.433527, -1.257340, -1.624875], [-0.308660, 1.104729, -0.920440], [1.461808, -0.782945, -0.243702], [-1.712011, -1.538538, -0.138191], [2.238854, 0.852623, 1.095865], [0.750754, -0.650364, 1.895775], [-1.549197, 0.932025, 0.930572], [2.976633, 0.966228, -0.113741], [-2.902476, -0.873247, 0.092519], [2.698866, -0.362819, -0.814605], [-0.360815, 0.974571, 0.296425], [-2.701353, 0.650300, 0.117501], [1.151835, 0.022277, 0.908670], [-0.885263, -1.496761, 1.518951], [2.598233, -0.256879, -1.901235], [-2.557621, 1.003713, -0.911850], [2.610654, 1.824869, -0.692939], [-3.554068, 1.163615, 0.576822], [-3.345481, -1.174333, 1.068325], [-3.668313, -1.087498, -0.680101], [3.458040, -1.125436, -0.594574], [4.033105, 1.111204, 0.134818]], "forces_ev_per_a": [[3.0, -0.1, -5.2], [-0.4, 1.1, 0.4], [0.8, 0.5, 0.0], [-3.4, -0.7, 4.0], [0.2, 0.3, -0.2], [-0.4, -0.4, 0.3], [0.4, 0.0, 0.5], [-0.1, 0.2, 0.1], [-0.3, -0.1, 0.6], [-0.1, -0.1, 0.1], [1.8, -1.5, -1.7], [-0.4, -0.1, -0.4], [-1.6, 0.3, 0.9], [0.4, 0.3, 0.0], [0.0, 0.0, 0.1], [0.1, 0.2, 0.4], [0.1, -0.2, 0.0], [0.2, -0.1, -0.1], [-0.2, 0.1, -0.2], [0.1, 0.0, 0.2], [-0.1, 0.2, 0.0], [-0.2, 0.0, 0.0]], "mulliken_charge": [1.09, -0.69, -0.48, -1.11, -0.43, -1.01, -0.42, -0.41, -0.56, -0.37, 0.26, -0.19, 1.24, 0.89, 0.23, 0.26, 0.25, 0.35, 0.26, 0.28, 0.28, 0.29]}

---

{"formula": "C3H8N2O", "method": "wB97M-V/def2-TZVPD", "spin_multiplicity": 1, "relative_energy_kcal_mol": 151.1, "homo_energy_ev": [-7.161, -8.526], "gap_ev": [7.07, 8.86], "energy_ev": -8262.7750, "elements": ["O", "N", "N", "C", "C", "C", "H", "H", "H", "H", "H", "H", "H", "H"], "xyz": [[-2.269154, 0.038226, -0.237844], [-0.799086, 1.777390, 0.213163], [0.258252, 1.073265, 0.648907], [0.896815, 0.324492, -0.399120], [1.777361, -0.888418, 0.171772], [-2.131778, -0.935724, 0.450217], [-1.582867, 1.863293, 0.878432], [2.527090, -0.390802, 0.874955], [0.998829, -1.508433, 0.520161], [1.571842, 0.859552, -1.103919], [-2.562966, -1.947874, 0.406130], [0.083315, -0.164845, -1.039666], [2.156829, -1.579367, -0.579960], [-0.924481, 1.479243, -0.803223]], "forces_ev_per_a": [[-1.4, -3.8, 1.0], [1.9, -0.3, -2.0], [0.2, 0.0, 1.1], [0.5, -1.8, -1.4], [-0.6, 2.5, -0.3], [0.5, 2.6, -0.6], [0.8, -0.1, -0.9], [-1.0, -1.5, -0.7], [-0.5, -0.7, 2.0], [-0.6, 0.5, 0.5], [-0.4, -0.1, -0.5], [0.9, 0.7, 0.4], [0.8, 0.8, -0.5], [-1.1, 1.3, 2.0]], "nbo_charge": [-0.50, -0.55, -0.26, -0.29, -0.62, 0.34, 0.39, 0.23, 0.20, 0.19, 0.14, 0.15, 0.21, 0.36]}